Entry 1:
DFT (ωB97M-V/def2-TZVPD) results for 2 unconnected molecules or ions with the total composition C41H40NO2 in a non-equilibrium geometry.

The geometry in XYZ format:
```
84
Properties=species:S:1:pos:R:3:mulliken_charge:R:1
C -4.16 2.34 1.86 -0.577
C -3.28 1.26 1.72 -0.751
C -1.92 1.45 1.93 -0.268
C -1.41 2.68 2.42 0.800
C -0.09 2.80 2.98 -1.414
C 0.83 1.72 3.03 1.183
N 2.12 1.91 2.70 0.173
C 2.58 3.06 1.93 -0.473
C 4.12 2.96 1.87 -0.602
C 4.52 1.72 2.67 -0.575
C 3.21 1.00 3.06 -0.476
C 0.38 0.39 3.53 -1.594
C -0.57 0.36 4.56 1.897
C -1.12 -0.82 5.03 -1.011
C -0.64 -2.04 4.54 -0.616
C 0.31 -2.04 3.51 -1.002
C 0.79 -0.84 2.98 0.058
C -2.30 3.80 2.35 -0.415
C -3.66 3.62 2.12 -0.665
H -5.24 2.20 1.72 0.389
H -3.66 0.27 1.46 0.429
H -1.24 0.61 1.80 0.485
H 0.28 3.81 3.23 0.286
H 2.14 3.04 0.92 0.282
H 2.27 4.01 2.39 0.234
H 4.42 2.88 0.82 0.304
H 4.58 3.87 2.28 0.305
H 5.15 1.06 2.09 0.324
H 5.05 1.99 3.59 0.283
H 3.19 0.74 4.13 0.269
H 3.14 0.06 2.50 0.115
H -0.85 1.33 4.98 -0.064
H -1.92 -0.81 5.77 0.530
H -1.03 -2.98 4.94 0.439
H 0.67 -2.98 3.08 0.419
H 1.46 -0.84 2.11 0.529
H -1.89 4.80 2.55 0.409
H -4.35 4.46 2.21 0.485
C 4.86 1.06 11.95 -0.808
O 4.77 1.62 10.62 -0.425
C 3.56 1.63 10.02 0.879
C 3.49 2.21 8.72 -1.067
C 2.29 2.28 8.04 -0.269
C 1.12 1.69 8.57 0.278
C -0.16 1.79 7.86 1.234
C -0.36 2.86 6.95 -0.390
C -1.47 3.04 6.13 -1.323
C -1.92 4.30 5.61 0.772
C -3.29 4.44 5.25 -0.261
C -3.80 5.68 4.89 -0.720
C -2.97 6.80 4.85 -0.412
C -1.61 6.67 5.16 -0.942
C -1.07 5.43 5.51 -0.196
C -1.22 0.82 8.18 0.361
C -0.87 -0.53 8.44 -0.518
C -1.81 -1.50 8.68 -0.998
C -3.17 -1.14 8.82 0.778
O -4.02 -2.14 9.14 -0.428
C -5.40 -1.83 9.42 -0.831
C -3.54 0.21 8.64 -1.006
C -2.59 1.13 8.21 -0.302
C 1.23 1.05 9.83 -0.547
C 2.38 1.09 10.59 -0.853
H 5.92 1.12 12.20 0.251
H 4.27 1.65 12.67 0.345
H 4.53 0.02 11.97 0.339
H 4.41 2.61 8.30 0.453
H 2.26 2.77 7.07 0.280
H 0.45 3.59 6.87 0.368
H -2.22 2.24 6.06 0.785
H -3.92 3.55 5.28 0.358
H -4.86 5.76 4.62 0.466
H -3.37 7.77 4.57 0.417
H -0.95 7.54 5.13 0.413
H 0.00 5.32 5.73 0.377
H 0.18 -0.83 8.43 0.700
H -1.54 -2.54 8.84 0.510
H -5.87 -2.81 9.53 0.257
H -5.49 -1.25 10.36 0.341
H -5.86 -1.27 8.60 0.329
H -4.57 0.54 8.84 0.460
H -2.93 2.13 7.93 0.567
H 0.37 0.52 10.25 0.436
H 2.38 0.69 11.60 0.420
```

Its total charge is +1.

Entry 2:
DFT (ωB97M-V/def2-TZVPD) results for a molecular structure, C41H41AgN4PSe2Si.

The geometry in XYZ format:
```
91
Properties=species:S:1:pos:R:3:mulliken_charge:R:1
Ag 1.01 0.34 -0.87 0.538
Se 1.64 1.24 1.84 -0.529
P 3.49 1.55 0.80 0.694
Se 3.74 1.05 -1.27 -0.541
C 3.87 3.32 1.05 0.315
C 3.91 4.21 -0.02 -0.303
C 4.09 5.57 0.22 -0.622
C 4.23 6.04 1.51 -0.376
C 4.20 5.15 2.58 -0.620
C 4.02 3.80 2.35 -0.449
C 4.84 0.68 1.70 0.238
C 6.16 0.87 1.29 -0.600
C 7.17 0.10 1.83 -0.578
C 6.88 -0.86 2.79 -0.379
C 5.58 -1.03 3.23 -0.573
C 4.56 -0.26 2.68 -0.122
H 3.81 3.83 -1.02 0.266
H 4.12 6.26 -0.62 0.375
H 4.37 7.10 1.70 0.364
H 4.32 5.51 3.60 0.371
H 3.97 3.10 3.18 0.332
H 6.37 1.60 0.52 0.333
H 8.19 0.25 1.50 0.367
H 7.68 -1.48 3.19 0.358
H 5.35 -1.76 3.99 0.386
H 3.54 -0.39 3.01 0.227
C 0.04 -0.23 -2.82 -1.097
Si -1.75 0.15 -2.70 0.298
C -2.11 1.89 -1.97 -0.853
N -1.35 2.18 -0.75 0.497
C -1.01 3.59 -0.62 -1.033
C -2.19 4.51 -0.29 -0.544
C -3.09 3.87 0.79 -0.735
C -2.36 2.73 1.49 -0.700
C -2.00 1.65 0.46 0.093
C -2.57 0.18 -4.42 0.712
C -2.25 1.21 -5.31 -0.556
C -2.64 1.17 -6.64 -0.655
C -3.36 0.09 -7.13 -0.369
C -3.71 -0.94 -6.26 -0.672
C -3.32 -0.89 -4.93 -0.198
C -2.68 -1.16 -1.69 0.148
C -1.99 -2.23 -1.12 -0.385
C -2.66 -3.20 -0.38 -0.260
C -4.03 -3.10 -0.18 -0.748
C -4.73 -2.04 -0.73 -0.751
C -4.05 -1.08 -1.48 0.203
H 0.50 0.36 -3.62 0.384
H 0.19 -1.29 -3.08 0.398
H -3.19 2.04 -1.80 0.170
H -1.82 2.61 -2.73 0.579
H -0.53 3.91 -1.55 0.502
H -0.26 3.68 0.17 0.320
H -2.77 4.73 -1.18 0.219
H -1.78 5.46 0.07 0.452
H -3.99 3.47 0.33 0.268
H -3.41 4.62 1.52 0.415
H -2.99 2.28 2.26 0.511
H -1.45 3.09 1.98 0.253
H -2.93 1.14 0.17 0.231
H -1.36 0.89 0.93 -0.730
H -1.67 2.06 -4.95 0.215
H -2.36 1.98 -7.31 0.375
H -3.65 0.05 -8.17 0.353
H -4.28 -1.78 -6.63 0.367
H -3.59 -1.70 -4.26 0.279
H -0.92 -2.30 -1.26 0.057
H -2.11 -4.03 0.05 0.515
H -4.56 -3.86 0.39 0.385
H -5.80 -1.95 -0.59 0.387
H -4.61 -0.25 -1.91 0.471
N -2.61 -7.30 6.17 -0.543
C -2.16 -6.66 5.32 0.075
C -1.60 -5.89 4.27 0.470
C -1.77 -4.50 4.23 -1.180
C -1.20 -3.75 3.23 -0.220
C -0.41 -4.36 2.25 1.416
C -0.26 -5.74 2.28 -0.481
C -0.84 -6.50 3.27 -1.046
N 0.22 -3.59 1.27 0.653
C 0.92 -4.04 0.16 0.049
C 1.42 -2.94 -0.45 -1.524
N 1.08 -1.82 0.26 0.410
C 0.38 -2.22 1.27 -0.888
H -2.37 -4.02 4.99 0.429
H -1.36 -2.68 3.20 0.424
H 0.33 -6.24 1.52 0.339
H -0.71 -7.57 3.28 0.431
H 0.98 -5.08 -0.11 0.360
H 2.01 -2.87 -1.35 0.457
H -0.02 -1.57 2.02 0.129
```

Its total charge is -1.

Entry 3:
DFT (ωB97M-V/def2-TZVPD) results for a molecular structure, C41H41CrN2O5P2Se.

The geometry in XYZ format:
```
93
Properties=species:S:1:pos:R:3:mulliken_spin:R:1
Cr -0.07 0.01 -0.01 4.051
C -2.01 -5.68 3.95 0.000
C -2.67 -4.36 3.51 -0.002
C -4.09 -4.29 4.08 0.000
C -1.85 -3.19 4.04 0.001
C -1.65 -3.01 5.41 0.000
C -0.93 -1.94 5.91 0.000
C -0.38 -1.01 5.04 0.001
C -0.55 -1.16 3.67 -0.046
P 0.12 0.08 2.52 0.152
C 1.90 0.09 2.86 -0.040
C 2.71 1.19 2.59 0.007
C 4.08 1.11 2.75 0.001
C 4.67 -0.09 3.15 -0.002
C 3.87 -1.20 3.39 0.001
C 2.50 -1.11 3.24 0.009
C -0.65 1.60 3.16 -0.077
C -0.03 2.54 3.96 -0.005
C -0.74 3.64 4.43 0.002
C -2.08 3.78 4.13 -0.001
C -2.72 2.82 3.35 0.013
C -2.01 1.74 2.86 0.023
C -1.27 -2.25 3.20 0.005
O -1.38 -2.32 1.84 -0.141
C -2.10 -3.32 1.25 0.030
C -2.13 -3.27 -0.14 -0.092
C -2.83 -4.26 -0.82 -0.004
C -3.48 -5.26 -0.12 0.000
C -3.42 -5.28 1.26 0.000
C -2.73 -4.32 1.99 0.003
P -1.24 -1.96 -1.02 0.104
C -2.48 -1.35 -2.19 -0.093
C -3.43 -0.48 -1.64 0.041
C -4.44 0.05 -2.42 0.011
C -4.52 -0.27 -3.77 -0.001
C -3.59 -1.14 -4.32 0.001
C -2.58 -1.68 -3.54 -0.002
C 0.13 -2.82 -1.83 -0.078
C 0.77 -3.79 -1.05 0.050
C 1.91 -4.42 -1.51 0.000
C 2.43 -4.10 -2.76 0.002
C 1.81 -3.13 -3.53 0.000
C 0.67 -2.48 -3.07 0.002
H -1.96 -5.75 5.04 0.000
H -0.99 -5.76 3.56 0.000
H -2.58 -6.54 3.59 0.000
H -4.08 -4.32 5.17 0.000
H -4.69 -5.13 3.73 0.000
H -4.59 -3.36 3.77 0.000
H -2.08 -3.72 6.10 0.000
H -0.79 -1.83 6.98 0.000
H 0.18 -0.17 5.43 -0.001
H 2.28 2.12 2.22 -0.002
H 4.70 1.97 2.54 0.000
H 5.74 -0.15 3.26 0.000
H 4.32 -2.14 3.69 0.000
H 1.88 -1.99 3.45 0.000
H 1.01 2.43 4.24 0.000
H -0.24 4.37 5.05 0.000
H -2.64 4.64 4.50 0.000
H -3.78 2.92 3.13 0.000
H -2.51 1.00 2.26 0.010
H -2.87 -4.24 -1.91 0.000
H -4.03 -6.03 -0.65 0.000
H -3.93 -6.08 1.80 0.000
H -3.38 -0.23 -0.58 0.006
H -5.18 0.71 -1.97 0.000
H -5.31 0.15 -4.38 0.000
H -3.65 -1.40 -5.37 0.000
H -1.89 -2.38 -3.99 -0.001
H 0.38 -4.05 -0.08 -0.005
H 2.40 -5.17 -0.90 0.000
H 3.32 -4.59 -3.13 0.000
H 2.22 -2.85 -4.50 0.000
H 0.24 -1.68 -3.66 0.001
O 2.97 0.08 -2.27 -0.004
Se 1.78 1.00 -1.77 0.018
O 0.24 0.41 -2.04 0.006
O 1.64 1.22 -0.12 0.043
O 1.89 2.51 -2.52 0.001
N -0.25 4.11 -2.17 0.000
C -0.89 4.46 -0.88 0.000
C -0.74 3.33 0.13 0.021
N -1.36 2.06 -0.31 -0.013
H 0.08 4.94 -2.63 0.000
H -0.93 3.71 -2.81 0.000
H 1.06 3.08 -2.29 0.000
H -1.94 4.72 -1.02 -0.002
H -0.39 5.35 -0.49 0.000
H -1.16 3.61 1.09 0.002
H 0.32 3.15 0.28 0.002
H -1.20 1.90 -1.30 -0.010
H -2.37 2.11 -0.19 0.000
```

Its expectation value of S² is 6.0223. Its total charge is +1. As for the spin multiplicity: 5.

Entry 4:
DFT (ωB97M-V/def2-TZVPD) results for a molecular structure, C41H41FMoP2 in a non-equilibrium geometry.

The geometry in XYZ format:
```
86
Properties=species:S:1:pos:R:3:mulliken_spin:R:1
Mo 4.09 0.73 1.55 0.257
C 5.76 0.38 2.71 -0.040
C 4.89 1.39 3.27 0.008
C 5.03 2.87 3.05 0.050
C 5.58 3.23 1.67 0.006
C 4.87 2.40 0.62 0.110
C 5.42 1.18 0.06 -0.051
C 6.80 0.71 0.40 -0.011
C 7.03 0.61 1.93 0.003
C 0.01 0.83 -1.22 0.000
H 5.75 -0.59 3.21 0.003
H 4.34 1.10 4.17 -0.009
H 5.69 3.27 3.83 0.013
H 4.05 3.36 3.16 -0.016
H 5.39 4.31 1.48 0.008
H 6.68 3.13 1.63 -0.006
H 4.32 3.00 -0.10 0.003
H 5.07 0.94 -0.95 0.001
H 7.57 1.36 -0.05 -0.002
H 6.96 -0.29 -0.05 0.001
H 7.68 -0.27 2.09 0.000
H 7.62 1.48 2.27 0.000
H 0.48 -0.01 -0.69 0.046
H -0.47 0.43 -2.13 0.002
H -0.76 1.30 -0.60 0.005
P 1.34 1.11 1.97 0.298
P 1.18 2.07 -1.71 -0.019
C 1.47 2.63 1.09 0.046
C 1.85 2.80 -0.23 0.393
C 0.63 1.62 3.58 -0.052
C 1.28 2.55 4.43 0.033
C 0.82 2.77 5.73 -0.006
C -0.31 2.09 6.22 0.015
C -0.99 1.20 5.37 -0.001
C -0.53 0.97 4.07 0.009
C 3.32 -1.18 2.29 -0.022
C 4.01 -2.00 1.39 0.006
C 4.32 -3.30 1.81 -0.002
C 3.87 -3.74 3.07 0.003
C 3.13 -2.91 3.91 -0.006
C 2.86 -1.59 3.53 0.010
C 0.39 3.43 -2.55 0.012
C -0.55 4.19 -1.83 0.012
C -1.08 5.35 -2.39 -0.001
C -0.67 5.74 -3.67 0.004
C 0.25 4.98 -4.40 0.002
C 0.78 3.81 -3.84 0.005
C 2.43 1.25 -2.73 0.035
C 2.18 -0.06 -3.20 -0.002
C 3.17 -0.75 -3.90 0.002
C 4.41 -0.16 -4.13 0.002
C 4.65 1.16 -3.70 0.001
C 3.66 1.86 -3.02 -0.005
H 1.39 3.53 1.71 0.036
H 2.53 3.64 -0.43 -0.042
H 2.15 3.10 4.06 -0.009
H 1.33 3.48 6.38 0.000
H -0.68 2.28 7.23 0.001
H -1.89 0.69 5.72 0.000
H -1.05 0.27 3.43 0.003
H 4.26 -1.64 0.38 -0.008
H 4.89 -3.96 1.16 0.000
H 4.12 -4.76 3.40 0.000
H 2.74 -3.28 4.87 0.000
H 2.29 -0.90 4.15 0.005
H -0.84 3.88 -0.82 -0.006
H -1.81 5.94 -1.84 0.000
H -1.09 6.64 -4.12 0.000
H 0.56 5.28 -5.41 0.000
H 1.50 3.20 -4.39 0.000
H 1.21 -0.53 -3.03 -0.001
H 2.97 -1.77 -4.26 0.000
H 5.20 -0.71 -4.65 0.000
H 5.61 1.63 -3.91 0.000
H 3.84 2.90 -2.73 -0.005
F -2.68 -4.02 2.11 -0.002
C -1.63 -3.19 1.79 -0.036
C -0.36 -3.72 1.64 0.077
C 0.72 -2.83 1.32 0.064
C 0.43 -1.51 1.27 0.759
C -0.82 -0.98 1.37 -0.109
C -1.91 -1.84 1.63 0.044
H -0.19 -4.79 1.78 0.006
H 1.71 -3.24 1.16 0.032
H -1.02 0.08 1.28 0.028
H -2.92 -1.43 1.70 0.008
```

Its expectation value of S² is 2.1226. Its total charge is +2. As for the spin multiplicity: 3.

Entry 5:
DFT (ωB97M-V/def2-TZVPD) results for a molecular structure, C41H42As2Br2N3OSSr in a non-equilibrium geometry.

The geometry in XYZ format:
```
93
Properties=species:S:1:pos:R:3:mulliken_charge:R:1
Sr 0.21 0.41 -1.22 1.602
C 2.11 1.91 1.34 -1.340
C 3.31 1.02 1.05 -0.525
As 3.20 0.09 -0.70 0.880
C 5.06 0.52 -1.21 0.178
C 6.06 0.32 -0.26 -0.042
C 7.35 0.75 -0.51 -0.863
C 7.65 1.39 -1.70 -0.524
C 6.66 1.59 -2.65 -0.590
C 5.37 1.16 -2.41 -0.662
C 3.34 -1.82 -0.26 0.287
C 2.19 -2.50 0.14 0.205
C 2.23 -3.86 0.40 -0.551
C 3.41 -4.56 0.27 -0.784
C 4.56 -3.90 -0.14 -0.759
C 4.52 -2.54 -0.42 -0.246
As 0.55 0.78 1.79 0.805
C -0.51 2.07 2.79 0.370
C -0.53 3.43 2.50 -0.594
C -1.26 4.30 3.30 -0.589
C -1.96 3.82 4.39 -0.497
C -1.97 2.46 4.67 -0.879
C -1.25 1.59 3.87 -0.381
C 1.44 -0.01 3.37 -0.039
C 1.69 -1.37 3.43 -0.020
C 2.38 -1.92 4.50 -0.637
C 2.81 -1.10 5.53 -0.491
C 2.55 0.26 5.49 -0.806
C 1.87 0.80 4.41 -0.390
H 1.88 2.55 0.48 0.693
H 2.33 2.56 2.20 0.484
H 3.43 0.28 1.85 0.264
H 4.22 1.63 1.01 0.691
H 5.82 -0.17 0.68 0.474
H 8.12 0.59 0.23 0.415
H 8.65 1.74 -1.88 0.406
H 6.90 2.09 -3.57 0.403
H 4.59 1.32 -3.15 0.339
H 1.25 -1.95 0.24 0.117
H 1.33 -4.37 0.71 0.528
H 3.44 -5.62 0.47 0.417
H 5.48 -4.44 -0.26 0.441
H 5.42 -2.05 -0.77 0.465
H -0.02 3.81 1.63 0.255
H -1.29 5.35 3.05 0.432
H -2.51 4.51 5.02 0.402
H -2.53 2.09 5.52 0.451
H -1.25 0.52 4.09 0.464
H 1.35 -2.02 2.62 0.245
H 2.58 -2.98 4.53 0.447
H 3.33 -1.53 6.37 0.407
H 2.87 0.90 6.30 0.435
H 1.66 1.87 4.39 0.294
C -0.98 -3.06 -2.08 -1.384
C -1.72 -2.43 -0.93 0.627
C -2.60 -3.19 -0.14 -1.234
C -3.34 -2.57 0.82 -1.094
C -3.28 -1.18 0.97 1.482
C -4.14 -0.43 1.80 -0.107
Br -5.32 -1.31 3.00 -0.219
C -4.15 0.95 1.74 -0.468
C -3.23 1.60 0.93 0.064
Br -3.35 3.48 0.72 -0.103
C -2.23 0.95 0.21 1.821
O -1.31 1.60 -0.42 -1.667
C -2.32 -0.48 0.18 -1.044
N -1.55 -1.14 -0.72 -0.403
H -1.41 -4.04 -2.30 0.469
H 0.08 -3.19 -1.85 0.179
H -1.08 -2.43 -2.96 0.210
H -2.70 -4.26 -0.31 0.571
H -4.02 -3.13 1.45 0.415
H -4.86 1.52 2.31 0.594
C -5.21 3.08 -3.91 -1.190
C -3.85 2.62 -3.42 -0.257
N -3.51 1.28 -3.88 -0.058
C -3.90 0.16 -3.25 0.080
S -4.65 0.16 -1.77 -0.245
N -3.56 -1.05 -3.80 0.019
C -3.62 -1.35 -5.22 -0.717
C -5.06 -1.48 -5.71 -1.003
H -5.36 4.12 -3.63 0.410
H -6.00 2.49 -3.46 0.275
H -5.29 3.00 -5.00 0.340
H -3.83 2.62 -2.33 0.003
H -3.07 3.29 -3.79 0.407
H -3.26 1.21 -4.86 0.246
H -3.96 -1.80 -3.24 0.271
H -3.10 -2.30 -5.37 0.349
H -3.09 -0.58 -5.79 0.338
H -5.57 -2.28 -5.19 0.310
H -5.09 -1.68 -6.78 0.391
H -5.61 -0.55 -5.53 0.236
```

Its total charge is +1.

Calculated values (kcal/mol) of ΔE to the lowest compared entry with this formula, charge and spin for the records, taken in order: 8.7; 8.6; 0.0; 47.8; 41.3.